C2H4ClNS | ωB97M-V with the def2-TZVPD basis set

Last columns: bonded neighbours and bond lengths (Å).
Positions of all 9 atoms, in Å:
1 C 0.439 -0.791 0.756  N2 1.249, H5 1.090, H6 1.080
2 N -0.543 -0.417 0.081  C1 1.249, C3 1.316
3 C -1.665 -0.926 -0.382  N2 1.316, S4 1.640, H7 1.088
4 S -2.897 -1.426 0.578  C3 1.640
5 H 0.654 -1.837 0.977  C1 1.090
6 H 1.125 -0.043 1.125  C1 1.080
7 H -1.816 -0.826 -1.455  C3 1.088
8 Cl -1.692 2.303 0.071  H9 1.284
9 H -0.484 2.726 -0.026  Cl8 1.284

Results
- LUMO energy (eV) = -0.07
- structure (SMILES) = C=NC=S.Cl
- maximum force (eV Å⁻¹) = 1.3
- HOMO (eV) = -8.60
- energy relative to the best compared isomer or geometry (same formula, charge and spin) (kcal/mol) = 35.89
- HOMO-LUMO gap (eV) = 8.5219